No. 1
Formula: C4H6BCl2N2O2
Source: OMol25
Level of theory: ωB97M-V/def2-TZVPD

CARTESIAN COORDINATES (ANGSTROEM)
N (-0.10887, -0.45947, 1.31266)
C (1.05389, -0.19259, 1.84424)
H (0.63068, -0.90556, -1.84974)
Cl (3.42205, -0.01786, -1.14994)
H (1.17657, -0.01838, 2.99041)
O (-1.81132, 2.19826, -0.41013)
H (3.01933, -0.10324, 1.37808)
H (-0.99234, -0.68358, 1.82862)
B (-1.84309, 1.10604, -1.07300)
N (2.09770, -0.06266, 1.03710)
Cl (-1.02909, -2.33219, -0.27796)
H (-2.40864, 3.01148, -0.52243)
C (0.82918, -0.61506, -0.91267)
C (-0.39344, -0.73891, -0.05674)
O (-2.78213, 0.50202, -1.75536)
H (-2.85592, -0.36950, -2.01914)
C (1.99546, -0.31882, -0.36400)

Net charge: +1
Highest occupied orbital energy, eV: -11.52
LUMO energy, eV: -3.91
Gap between HOMO and LUMO, eV: 7.60
2S+1: 1
E_tot, eV: -37034.5657

***

No. 2
Formula: C4H6BFO2
Source: OMol25
Level of theory: ωB97M-V/def2-TZVPD

CARTESIAN COORDINATES (ANGSTROEM)
C (-0.92683, 0.82422, -0.43984)
H (2.29735, 1.22965, -2.07490)
H (-1.62027, -0.29031, 2.04519)
H (-0.74825, 1.44961, -1.38011)
C (-1.11705, -1.17770, 1.87052)
C (-0.21563, -1.12137, 0.87825)
O (1.70617, 1.18298, -1.40679)
B (1.35989, -0.06717, -0.94368)
H (-1.38261, -1.97065, 2.51981)
H (-1.76779, 0.94851, 0.25192)
O (2.16739, -1.16720, -1.02874)
F (0.49489, -2.33102, 0.82388)
C (0.03950, -0.13111, -0.11470)
H (3.06276, -1.18299, -1.15907)

Highest occupied orbital energy, eV: -8.72
LUMO energy, eV: 0.22
SMILES: C=C(F)C(=C)B(O)O
Gap between HOMO and LUMO, eV: 8.94
2S+1: 1
E_tot, eV: -11734.7452

***

No. 3
Formula: C4H6Br3NO2
Source: OMol25
Level of theory: ωB97M-V/def2-TZVPD

CARTESIAN COORDINATES (ANGSTROEM)
H (0.77973, -1.55602, 0.28487)
Br (2.20061, 2.49870, -1.17671)
C (2.02892, 0.89180, -0.06674)
Br (2.72463, -0.68593, -0.96294)
O (-0.13356, 1.61958, 2.35898)
C (0.35657, -0.76794, 0.98788)
H (0.07752, 1.30192, -1.80670)
Br (3.17432, 1.20820, 1.52522)
N (-0.41727, 1.69785, 1.16426)
C (-0.28359, 0.51988, -1.10757)
H (-1.29906, 0.82251, -0.88321)
O (-1.13221, 2.41052, 0.61721)
H (1.01442, -0.61318, 1.90702)
H (-0.62487, -1.12611, 1.26396)
H (-0.56706, -0.47504, -1.53460)
C (0.48266, 0.56352, 0.27959)

Highest occupied orbital energy, eV: -10.39
LUMO energy, eV: -0.34
Gap between HOMO and LUMO, eV: 10.05
2S+1: 1
E_tot, eV: -219953.5325

***

No. 4
Formula: C4H6Br4
Source: OMol25
Level of theory: ωB97M-V/def2-TZVPD

CARTESIAN COORDINATES (ANGSTROEM)
Br (-0.55191, 0.43362, -2.43506)
C (-0.92911, 1.20991, -0.74814)
Br (-0.06049, -2.20572, 1.14822)
Br (-2.19731, -4.38203, -2.06760)
C (-0.27308, 2.22932, -0.23194)
Br (1.03035, 3.17979, -1.27511)
H (2.13632, 0.97301, 1.27564)
H (2.21100, -1.44862, 0.50436)
C (1.31816, 0.27110, 1.53942)
H (0.41624, 0.63572, 1.86712)
H (-1.63584, 0.78732, -0.18429)
H (-0.33942, 2.67051, 0.75736)
C (1.44028, -0.93104, 0.96973)
H (-2.56521, -3.42289, -1.11970)

Highest occupied orbital energy, eV: -9.54
LUMO energy, eV: 0.48
SMILES: Br/C=C\Br.C=CBr.Br
Gap between HOMO and LUMO, eV: 10.03
2S+1: 1
E_tot, eV: -284413.0145

***

No. 5
Formula: C4H6BrCl
Source: OMol25
Level of theory: ωB97M-V/def2-TZVPD

CARTESIAN COORDINATES (ANGSTROEM)
C (-0.66654, 0.83002, -1.62450)
C (0.25667, 0.36505, 0.82740)
H (1.53207, -0.93903, 1.50357)
H (0.09564, -1.70642, 1.07866)
H (0.31155, 1.22336, -1.93245)
H (-1.43289, 0.77426, -2.34771)
H (1.08432, 1.20034, 0.85055)
Cl (1.82781, -1.49148, -0.61438)
H (-0.31880, 0.44329, 1.66166)
C (0.79613, -1.00944, 0.82871)
Br (-2.58084, -0.15643, 0.17769)
C (-0.90514, 0.46648, -0.40920)

Highest occupied orbital energy, eV: -9.67
LUMO energy, eV: 0.81
SMILES: C=C(Br)CCCl
Gap between HOMO and LUMO, eV: 10.49
2S+1: 1
E_tot, eV: -86808.5799

***

No. 6
Formula: C4H6BrClO2
Source: OMol25
Level of theory: ωB97M-V/def2-TZVPD

CARTESIAN COORDINATES (ANGSTROEM)
C (-0.20926, -0.23309, 1.67544)
C (1.59788, 0.59333, -2.45070)
H (2.49238, -0.02245, -2.87426)
H (0.71193, 0.34273, -3.08780)
C (0.04011, 0.05174, -0.72661)
O (1.21115, 0.40361, -1.15326)
Br (0.96427, -1.73535, 1.87448)
H (1.76784, 1.64009, -2.66991)
C (-1.70407, -0.48487, 1.97151)
H (-1.84359, 0.35651, 2.73612)
H (-2.48129, -0.43251, 1.22993)
H (-1.92522, -1.42154, 2.47630)
O (-0.97013, -0.33646, -1.24810)
Cl (0.34800, 1.27826, 2.24687)

Highest occupied orbital energy (alpha / beta), eV: -8.12 / -8.32
LUMO energy (alpha / beta), eV: -0.03 / -0.08
Gap between HOMO and LUMO (alpha / beta), eV: 8.08 / 8.24
2S+1: 1
E_tot, eV: -90901.3712